Density functional theory data (ωB97M-V/def2-TZVPD) for C4H7AuO2 as an isolated structure at a distorted geometry.

Values from the calculation:
Net charge ... +2
DFT total energy ... -441.844351 hartree
Gap between HOMO and LUMO (spin up / spin down) ... 9.638 / 5.964 eV
Spin multiplicity ... 3
ΔE to the lowest compared entry with this formula, charge and spin ... 0.0 kcal/mol
LUMO energy (spin up / spin down) ... -10.3182 / -14.1335 eV
⟨S²⟩ ... 2.01
E_HOMO (spin up / spin down) ... -19.96 / -20.10 eV

Cartesian coordinates (Å):
Au: -0.855 -2.201 0.711
O: -1.304 -0.553 1.463
O: 1.315 -1.614 -1.091
C: 0.010 1.171 0.443
C: 1.314 -0.406 -1.040
C: 0.071 0.430 -0.899
C: -1.059 0.637 1.324
H: -0.278 2.225 0.266
H: 0.006 -3.324 -0.030
H: 0.970 1.161 0.975
H: 0.112 1.164 -1.723
H: -0.807 -0.209 -1.057
H: 2.273 0.156 -1.099
H: -1.769 1.365 1.757